Record 1
14
Properties=species:S:1:pos:R:3:forces:R:3:nbo_charge:R:1 method="wB97M-V/def2-TZVPD" total_charge=+1 relative_energy_kcal_mol=18.85 lumo_ev=-3.42 homo_ev=-15.3
O 0.334 -1.893 -2.196 -0.23 0.09 -0.37 -0.957
H -0.222 -1.623 -2.933 -0.32 0.46 0.03 0.472
H 0.227 0.709 -0.747 0.29 0.29 -0.25 0.449
H 0.678 -2.698 -2.591 0.49 -0.36 0.44 0.487
C -1.297 0.233 0.543 0.04 1.56 0.49 -0.406
N -0.016 1.003 0.196 -0.20 -1.51 0.91 -0.493
C 1.032 0.570 1.133 2.01 -0.26 1.63 -0.463
H -1.048 -0.819 0.583 -0.04 -0.06 -0.30 0.249
H -1.619 0.589 1.524 0.13 -0.19 -0.07 0.234
H -2.067 0.511 -0.163 -0.05 -0.29 -0.30 0.240
H -0.043 2.017 0.283 -0.66 0.06 -0.43 0.445
H 0.923 0.932 2.158 -1.02 0.37 -0.19 0.245
H 2.026 0.979 0.924 -0.29 -0.25 -0.80 0.251
H 1.093 -0.510 1.286 -0.14 0.10 -0.78 0.248

=====

Record 2
14
Properties=species:S:1:pos:R:3:forces:R:3:nbo_charge:R:1 method="wB97M-V/def2-TZVPD" total_charge=+1 relative_energy_kcal_mol=4.68 lumo_ev=-3.47 homo_ev=-16.1
C -2.313 -0.308 0.138 0.30 0.93 0.65 -0.647
C -0.878 -0.031 0.567 0.03 -1.40 0.07 -0.208
N 0.043 -0.721 -0.420 -0.04 -0.39 -0.62 -0.689
H -2.976 0.266 0.783 -0.04 0.06 0.06 0.263
H -2.495 0.058 -0.872 -0.13 -0.38 -0.15 0.223
H -2.554 -1.350 0.327 -0.08 -0.13 -0.49 0.234
H -0.524 0.994 0.577 -0.33 0.10 0.17 0.239
H -0.691 -0.558 1.503 0.10 0.57 0.20 0.227
H 0.047 -1.745 -0.414 -0.24 0.02 0.64 0.434
H 1.023 -0.424 -0.294 0.00 0.43 -0.36 0.475
H -0.341 -0.530 -1.351 0.68 0.43 -0.09 0.433
H 2.880 1.240 -1.004 0.11 0.15 -0.03 0.490
H 3.424 0.798 0.352 0.06 0.03 0.10 0.498
O 2.606 1.001 -0.112 -0.42 -0.41 -0.13 -0.972

=====

Record 3
14
Properties=species:S:1:pos:R:3:forces:R:3:nbo_charge:R:1 method="wB97M-V/def2-TZVPD" total_charge=+1 relative_energy_kcal_mol=27.22 lumo_ev=-3.34 homo_ev=-15.8
C 0.492 -0.301 1.432 -1.58 -1.02 1.33 -0.431
N -0.064 -0.627 0.063 2.47 2.34 -1.88 -0.532
C -1.490 -0.951 -0.118 -1.89 1.02 -1.17 -0.448
H 1.571 -0.224 1.516 0.01 0.76 -0.89 0.258
H -0.118 0.534 1.816 0.81 -0.12 -0.16 0.238
H 0.319 -1.152 2.126 -0.45 0.28 -0.67 0.237
H 0.510 -1.356 -0.353 0.02 -0.27 0.07 0.436
H 0.176 0.243 -0.608 -0.41 -1.94 1.74 0.487
H -2.048 -0.890 0.794 0.17 -0.29 0.86 0.242
H -1.674 -1.962 -0.580 0.44 1.31 0.29 0.258
H -1.943 -0.065 -0.693 0.59 -1.78 0.29 0.244
H 2.078 1.980 -2.171 -2.65 -0.58 1.58 0.499
H 1.009 2.830 -1.589 -1.14 3.48 0.44 0.481
O 1.180 1.940 -1.636 3.59 -3.20 -1.82 -0.968

=====

Record 4
15
Properties=species:S:1:pos:R:3:forces:R:3:nbo_charge:R:1 method="wB97M-V/def2-TZVPD" total_charge=+1 relative_energy_kcal_mol=27.10 lumo_ev=-3.38 homo_ev=-14.2
C 0.009 0.393 -0.013 -0.03 1.65 0.39 -0.104
C 0.637 1.564 0.002 0.13 -0.33 0.13 -0.328
N 0.232 -0.526 -1.154 -1.33 0.60 0.16 -0.705
H -0.731 0.179 0.767 0.55 -0.71 -0.43 0.265
H 0.652 2.175 0.887 -0.65 0.07 0.29 0.249
H 1.232 2.025 -0.775 0.20 -0.56 -0.38 0.219
H 1.083 -1.083 -0.953 -0.62 -0.72 -0.72 0.492
H -0.624 -1.053 -1.426 0.92 -0.35 0.76 0.451
H 0.357 0.041 -1.985 0.72 0.24 -0.28 0.441
H -3.471 2.102 2.363 0.05 -0.04 0.22 0.472
H -3.350 1.492 3.763 -0.03 0.02 0.03 0.481
O -2.842 1.695 2.973 0.02 0.00 -0.33 -0.953
H 1.863 -3.594 -1.830 0.12 1.22 0.27 0.507
H 2.889 -2.750 -1.059 -0.17 0.05 -0.21 0.497
O 2.062 -2.661 -1.561 0.12 -1.13 0.07 -0.985

=====

Record 5
16
Properties=species:S:1:pos:R:3:forces:R:3:nbo_charge:R:1 method="wB97M-V/def2-TZVPD" total_charge=-1 relative_energy_kcal_mol=18.64 lumo_ev=4.15 homo_ev=-4.0
C 0.502 -1.002 0.071 -0.91 2.55 0.35 -0.060
O -0.479 -0.456 -0.786 -1.07 -0.76 -1.16 -0.878
C 0.172 -0.819 1.582 -0.15 -2.08 -1.60 -0.229
N 0.034 0.531 2.000 0.14 0.88 0.45 -0.896
H 1.389 -0.351 -0.053 0.43 -0.68 -0.22 0.128
H 0.630 -2.015 -0.282 0.51 -0.52 0.38 0.152
H 0.933 -1.449 2.067 0.09 0.55 0.56 0.155
H -0.767 -1.377 1.731 -0.02 0.32 0.21 0.166
H -0.517 1.058 1.281 -0.52 -0.25 0.26 0.432
H 0.905 1.046 2.013 0.43 -0.38 0.11 0.323
H -1.222 0.294 -0.526 1.45 0.23 1.29 0.529
H -1.092 2.100 -0.539 -0.05 0.24 -0.02 0.414
O -1.586 1.587 0.107 -0.44 -0.20 -0.61 -1.203
H 0.538 1.047 -2.939 -0.06 -0.02 0.14 0.456
H 0.041 -0.326 -2.499 0.17 0.40 0.27 0.510
O 0.519 0.133 -3.229 -0.01 -0.27 -0.40 -1.000

=====

Record 6
16
Properties=species:S:1:pos:R:3:forces:R:3:nbo_charge:R:1 method="wB97M-V/def2-TZVPD" total_charge=-1 relative_energy_kcal_mol=4.84 lumo_ev=4.32 homo_ev=-4.2
C -2.003 0.376 0.206 0.33 0.18 0.01 -0.435
N -0.831 1.276 0.189 -0.71 0.00 0.27 -0.670
C 0.252 0.773 -0.651 -0.08 -0.32 -0.36 0.108
O 0.880 -0.350 -0.192 0.45 0.48 0.26 -0.913
H -2.699 0.654 -0.585 -0.06 0.07 -0.16 0.161
H -1.721 -0.669 0.066 -0.03 -0.11 0.12 0.220
H -2.537 0.483 1.155 0.05 -0.02 -0.06 0.172
H -0.469 1.286 1.134 0.17 0.07 0.08 0.340
H -0.196 0.611 -1.653 -0.01 0.11 -0.01 0.103
H 0.971 1.599 -0.738 0.06 0.16 -0.11 0.123
H -0.263 -2.763 -1.300 0.10 0.12 -0.04 0.429
H 0.284 -1.532 -0.289 -0.44 -0.72 -0.31 0.500
O -0.225 -2.525 -0.372 0.11 0.26 0.21 -1.088
H 2.110 0.358 0.760 -0.19 -0.56 0.08 0.508
H 3.538 -0.099 0.942 -0.11 0.10 0.12 0.448
O 2.909 0.521 1.328 0.35 0.18 -0.10 -1.007

=====

Record 7
14
Properties=species:S:1:pos:R:3:forces:R:3:nbo_charge:R:1 method="wB97M-V/def2-TZVPD" total_charge=+1 relative_energy_kcal_mol=23.25 lumo_ev=-4.15 homo_ev=-13.4
N -0.198 1.780 1.875 -0.61 -0.67 0.41 -0.913
H -0.402 1.095 1.105 -0.56 0.54 -0.16 0.452
H -0.936 1.642 2.644 1.61 0.41 -1.19 0.472
H -0.226 2.737 1.461 0.03 -0.79 0.52 0.467
H 0.765 1.501 2.141 -0.63 0.65 0.51 0.458
C -0.054 -1.813 -0.941 -1.16 -0.37 -1.30 -0.623
C 0.719 -0.492 -0.907 2.54 -2.32 3.50 -0.548
S -0.341 0.848 -1.117 -0.53 1.59 -0.34 -0.009
H -0.757 -1.855 -0.112 -0.25 0.02 -0.09 0.210
H -0.641 -1.832 -1.919 0.45 0.01 1.19 0.212
H 0.454 -2.788 -0.959 0.61 0.72 0.20 0.249
H 1.556 -0.564 -1.603 0.02 0.50 0.16 0.245
H 1.139 -0.361 0.232 -0.35 -0.46 -2.76 0.174
H -1.077 0.103 -1.900 -1.18 0.16 -0.64 0.155

=====

Record 8
14
Properties=species:S:1:pos:R:3:forces:R:3:nbo_charge:R:1 method="wB97M-V/def2-TZVPD" smiles=CC.O.O relative_energy_kcal_mol=16.29 lumo_ev=0.57 homo_ev=-11.5
C -2.184 2.264 -0.670 1.75 -0.66 1.94 -0.626
C -1.341 0.901 -0.651 -0.84 1.30 0.95 -0.612
H -3.262 2.112 -0.721 0.22 0.16 -1.01 0.215
H -1.644 2.971 -1.286 -0.80 0.11 -0.98 0.211
H -2.077 2.801 0.298 0.01 -0.70 -0.09 0.203
H -0.922 0.675 -1.623 -0.23 -0.20 -0.22 0.202
H -0.492 0.971 0.053 -0.38 0.11 -0.27 0.202
H -2.000 0.110 -0.279 0.29 -0.12 -0.31 0.204
H 2.501 1.104 1.645 -0.01 0.04 0.05 0.467
H 1.462 0.009 1.816 -0.02 0.04 0.07 0.468
O 1.813 0.798 2.244 0.02 -0.09 -0.14 -0.935
H 3.027 -4.844 -1.042 0.54 0.25 0.52 0.481
H 2.706 -4.839 0.553 0.73 0.26 -0.19 0.480
O 2.412 -5.032 -0.334 -1.27 -0.51 -0.33 -0.961

=====

Record 9
14
Properties=species:S:1:pos:R:3:forces:R:3:nbo_charge:R:1 method="wB97M-V/def2-TZVPD" smiles=CC.O.O relative_energy_kcal_mol=13.76 lumo_ev=0.65 homo_ev=-11.1
C 1.828 -1.432 0.236 1.03 1.09 0.60 -0.616
C 1.668 0.121 0.234 -1.00 -1.39 2.17 -0.622
H 1.388 -1.809 1.161 -0.52 -0.41 -0.53 0.198
H 2.882 -1.723 0.366 -0.24 0.08 -0.56 0.205
H 1.423 -1.796 -0.693 -0.13 -0.75 0.06 0.211
H 1.073 0.296 1.140 0.15 0.33 0.13 0.180
H 2.590 0.640 0.464 0.06 0.42 -0.98 0.216
H 0.942 0.427 -0.499 0.67 0.63 -0.87 0.228
H -3.564 1.982 -1.963 -0.01 0.01 -0.10 0.462
H -2.418 1.614 -1.037 0.12 -0.19 -0.05 0.486
O -2.698 1.564 -1.962 -0.08 0.10 0.18 -0.950
H -1.215 0.276 1.422 -0.02 0.05 -0.06 0.477
H -2.128 -0.521 0.490 0.01 0.07 -0.06 0.479
O -1.774 0.362 0.642 -0.05 -0.05 0.07 -0.953

=====

Record 10
14
Properties=species:S:1:pos:R:3:forces:R:3:nbo_charge:R:1 method="wB97M-V/def2-TZVPD" smiles=CC.O.O relative_energy_kcal_mol=39.34 lumo_ev=0.69 homo_ev=-11.2
C -0.520 -2.960 1.736 -4.27 -3.94 1.78 -0.597
C -0.469 -3.420 0.316 0.23 1.08 -1.98 -0.594
H -1.600 -2.649 1.900 1.51 0.32 0.06 0.198
H 0.137 -2.250 1.609 3.18 4.47 1.23 0.196
H -0.284 -3.616 2.598 0.13 -0.02 -0.76 0.193
H -1.368 -3.969 -0.020 0.74 0.09 -0.07 0.202
H -0.492 -2.323 -0.085 -0.21 -2.32 -0.78 0.198
H 0.511 -3.874 -0.036 -1.31 0.34 0.52 0.204
H 2.231 4.309 -2.001 -0.60 -0.13 -0.19 0.459
H 3.582 4.498 -1.601 5.30 1.38 -1.94 0.455
O 2.808 4.282 -1.242 -4.70 -1.26 2.12 -0.914
H -2.115 4.082 -0.516 1.12 -0.58 -1.33 0.474
H -0.834 4.210 -1.396 1.28 1.10 -0.01 0.466
O -1.588 3.679 -1.262 -2.40 -0.52 1.36 -0.940

=====

What did the first record say?
14
Properties=species:S:1:pos:R:3:forces:R:3:nbo_charge:R:1 method="wB97M-V/def2-TZVPD" total_charge=+1 relative_energy_kcal_mol=18.85 lumo_ev=-3.42 homo_ev=-15.3
O 0.334 -1.893 -2.196 -0.23 0.09 -0.37 -0.957
H -0.222 -1.623 -2.933 -0.32 0.46 0.03 0.472
H 0.227 0.709 -0.747 0.29 0.29 -0.25 0.449
H 0.678 -2.698 -2.591 0.49 -0.36 0.44 0.487
C -1.297 0.233 0.543 0.04 1.56 0.49 -0.406
N -0.016 1.003 0.196 -0.20 -1.51 0.91 -0.493
C 1.032 0.570 1.133 2.01 -0.26 1.63 -0.463
H -1.048 -0.819 0.583 -0.04 -0.06 -0.30 0.249
H -1.619 0.589 1.524 0.13 -0.19 -0.07 0.234
H -2.067 0.511 -0.163 -0.05 -0.29 -0.30 0.240
H -0.043 2.017 0.283 -0.66 0.06 -0.43 0.445
H 0.923 0.932 2.158 -1.02 0.37 -0.19 0.245
H 2.026 0.979 0.924 -0.29 -0.25 -0.80 0.251
H 1.093 -0.510 1.286 -0.14 0.10 -0.78 0.248